Entry 1:
81
Properties=species:S:1:pos:R:3:lowdin_charge:R:1 method="wB97M-V/def2-TZVPD" homo_ev=-4.646 orbital_gap_ev=5.9 de_lowest_kcal_mol=19.2 molar_mass_g_mol=620.39 spin_multiplicity=1 total_charge=-1
N 2.468 4.881 0.084 -0.020
C 2.497 4.702 -1.371 -0.338
C 1.144 4.272 -2.000 -0.306
C 0.289 3.278 -1.143 -0.353
Nb -0.637 1.517 -2.309 1.472
O -1.735 0.908 -0.648 -0.216
B -2.920 1.604 -0.465 -0.994
O -4.137 0.892 -0.409 0.104
O -3.025 3.001 -0.280 0.055
C 1.134 0.273 -1.548 -0.332
C 2.444 0.752 -1.376 -0.158
C 3.495 -0.031 -0.879 -0.108
C 3.213 -1.359 -0.551 -0.130
C 1.934 -1.889 -0.730 -0.118
C 0.906 -1.083 -1.228 -0.165
H 3.438 5.064 0.348 -0.016
H 2.222 4.021 0.565 0.043
H 3.323 4.041 -1.719 0.078
H 2.742 5.697 -1.794 0.096
H 1.353 3.886 -3.007 0.042
H 0.539 5.183 -2.156 0.091
H 0.845 2.798 -0.325 0.021
H -0.574 3.853 -0.766 0.023
H -1.166 0.071 -3.330 -0.129
H -2.055 2.548 -2.873 -0.106
H 0.359 2.007 -3.757 -0.121
H -3.996 0.096 0.113 0.085
H -2.536 3.204 0.528 0.093
H 2.696 1.786 -1.632 0.067
H 4.485 0.411 -0.758 0.088
H 3.996 -2.003 -0.140 0.045
H 1.793 -2.935 -0.449 0.085
H -0.081 -1.529 -1.365 0.067
C 4.354 -4.386 2.692 -0.099
C 4.636 -4.245 1.257 -0.263
N 4.844 -4.135 0.131 0.137
H 3.337 -4.061 2.899 0.066
H 4.464 -5.422 2.993 0.051
H 5.047 -3.774 3.265 0.082
C -5.067 4.501 -3.337 -0.071
C -4.268 4.174 -4.524 -0.301
N -3.635 3.913 -5.448 0.122
H -4.739 5.453 -2.923 0.080
H -6.119 4.571 -3.607 0.073
H -4.938 3.723 -2.585 0.070
C -5.820 4.120 1.462 -0.062
C -6.223 5.530 1.557 -0.283
N -6.541 6.633 1.631 0.108
H -5.808 3.673 2.455 0.080
H -6.522 3.575 0.835 0.085
H -4.825 4.043 1.025 0.060
C -2.866 -2.679 -4.594 -0.098
C -1.515 -3.234 -4.421 -0.300
N -0.464 -3.684 -4.292 0.124
H -2.806 -1.621 -4.844 0.065
H -3.378 -3.209 -5.395 0.065
H -3.433 -2.793 -3.674 0.068
C 7.047 4.894 -1.809 -0.062
C 6.160 4.975 -0.643 -0.242
N 5.457 5.038 0.264 0.148
H 6.602 4.250 -2.565 0.084
H 7.196 5.887 -2.229 0.080
H 8.011 4.483 -1.512 0.079
C 1.505 -4.269 5.872 -0.065
C 2.716 -5.013 5.505 -0.257
N 3.666 -5.595 5.218 0.132
H 1.096 -3.771 4.994 0.087
H 0.756 -4.953 6.275 0.013
H 1.749 -3.519 6.625 0.083
C -1.443 -6.146 9.330 -0.061
C -1.255 -5.964 7.886 -0.245
N -1.108 -5.821 6.754 0.139
H -1.032 -5.293 9.866 0.082
H -2.505 -6.231 9.555 0.083
H -0.935 -7.051 9.656 0.083
C -2.363 -6.179 -1.974 -0.064
C -3.196 -5.888 -3.145 -0.277
N -3.835 -5.660 -4.073 0.138
H -1.329 -5.908 -2.185 0.078
H -2.714 -5.605 -1.118 0.081
H -2.415 -7.241 -1.738 0.077



Entry 2:
20
Properties=species:S:1:pos:R:3:lowdin_charge:R:1 method="wB97M-V/def2-TZVPD" homo_ev="-14.143 / -19.558" orbital_gap_ev="6.0 / 6.8" de_lowest_kcal_mol=20.3 molar_mass_g_mol=133.14 spin_multiplicity=3 total_charge=+2 s_squared=2.0128
C -2.552 0.936 -0.258 -0.227
C 1.665 -0.091 -0.681 -0.039
C 3.700 0.200 0.325 -0.009
C 2.960 0.187 -1.165 -0.075
N -3.429 1.364 -1.109 0.221
N -1.859 -0.173 -0.190 -0.150
N 0.592 -0.381 -0.258 -0.055
P -0.585 -0.442 0.929 1.028
H -2.386 1.531 0.577 0.125
H 3.243 0.779 1.065 0.059
H 3.570 -0.823 0.654 0.076
H 4.801 0.316 0.234 0.113
H 3.343 -0.565 -1.844 0.151
H 3.120 1.179 -1.573 0.140
H -4.023 2.134 -0.853 0.147
H -3.620 0.948 -2.124 0.232
H -2.045 -0.967 -0.866 0.174
H -2.511 -1.865 2.988 -0.023
H -0.846 -1.875 0.894 0.056
H -3.139 -2.391 3.257 0.056



Entry 3:
10
Properties=species:S:1:pos:R:3:lowdin_charge:R:1 method="wB97M-V/def2-TZVPD" homo_ev=-2.909 orbital_gap_ev=7.2 de_lowest_kcal_mol=20.6 molar_mass_g_mol=64.06 spin_multiplicity=1 total_charge=-1
O -2.267 0.290 -0.441 -0.595
H -2.609 1.155 -0.241 -0.208
N 0.381 -1.272 -0.044 -0.003
C 1.357 -0.205 0.055 -0.376
O 0.818 1.050 0.529 -0.122
H 0.175 -1.222 -1.031 0.049
H -0.476 -0.941 0.409 0.034
H 1.741 0.044 -0.941 0.093
H 2.216 -0.502 0.693 0.090
H -0.144 0.911 0.388 0.038



Entry 4:
62
Properties=species:S:1:pos:R:3:lowdin_charge:R:1 method="wB97M-V/def2-TZVPD" homo_ev=-8.344 orbital_gap_ev=9.1 de_lowest_kcal_mol=2.5 molar_mass_g_mol=377.53 smiles="CC(C)=CC(=O)N1CCC(N2CCC(C(=O)NC[C@@H]3CCCO3)CC2)CC1" spin_multiplicity=1 total_charge=0
C 7.610 0.346 3.067 -0.059
C 6.459 1.102 2.477 -0.324
C 5.685 1.937 3.448 -0.043
C 6.140 0.992 1.190 -0.001
C 5.053 1.746 0.511 -0.451
O 4.922 2.955 0.615 0.051
N 4.253 1.010 -0.305 -0.061
C 4.135 -0.426 -0.283 -0.149
C 2.781 -0.837 0.299 -0.113
C 1.622 -0.215 -0.497 -0.323
N 0.364 -0.681 0.091 -0.118
C -0.005 -1.982 -0.453 -0.186
C -1.122 -2.612 0.371 -0.119
C -2.362 -1.715 0.427 -0.234
C -3.100 -1.660 -0.906 -0.463
O -2.565 -1.497 -1.985 0.057
N -4.439 -1.816 -0.791 0.084
C -5.339 -1.703 -1.912 -0.117
C -6.203 -0.440 -1.802 -0.308
C -5.378 0.864 -1.746 -0.111
C -5.678 1.430 -0.356 -0.148
C -7.025 0.781 -0.040 -0.201
O -6.947 -0.515 -0.590 -0.110
C -1.916 -0.310 0.850 -0.117
C -0.777 0.211 -0.023 -0.187
C 1.817 1.303 -0.480 -0.125
C 3.194 1.658 -1.044 -0.135
H 8.095 -0.285 2.328 0.075
H 8.346 1.045 3.464 0.083
H 7.269 -0.276 3.894 0.083
H 5.136 1.295 4.138 0.087
H 4.986 2.586 2.931 0.068
H 6.365 2.551 4.035 0.086
H 6.737 0.366 0.539 0.116
H 4.937 -0.855 0.318 0.112
H 4.221 -0.801 -1.311 0.131
H 2.709 -1.924 0.297 0.106
H 2.708 -0.496 1.332 0.127
H 1.693 -0.546 -1.551 0.154
H 0.864 -2.641 -0.423 0.113
H -0.335 -1.892 -1.500 0.119
H -1.381 -3.583 -0.057 0.122
H -0.764 -2.766 1.391 0.120
H -3.051 -2.112 1.182 0.137
H -4.882 -1.846 0.114 0.142
H -4.733 -1.666 -2.819 0.128
H -5.994 -2.579 -1.940 0.127
H -6.900 -0.421 -2.653 0.147
H -4.318 0.664 -1.890 0.105
H -5.707 1.553 -2.523 0.114
H -5.726 2.516 -0.339 0.111
H -4.930 1.099 0.366 0.092
H -7.231 0.679 1.026 0.122
H -7.843 1.345 -0.513 0.124
H -2.755 0.388 0.803 0.102
H -1.565 -0.357 1.883 0.123
H -0.503 1.200 0.342 0.112
H -1.124 0.300 -1.066 0.127
H 1.748 1.672 0.545 0.130
H 1.063 1.799 -1.090 0.114
H 3.363 2.735 -0.982 0.121
H 3.258 1.342 -2.093 0.131



Entry 5:
23
Properties=species:S:1:pos:R:3:lowdin_charge:R:1 method="wB97M-V/def2-TZVPD" homo_ev="-6.250 / -5.743" orbital_gap_ev="7.1 / 6.6" de_lowest_kcal_mol=145.3 molar_mass_g_mol=134.18 spin_multiplicity=1 total_charge=0
C 2.215 0.696 0.263 -0.351
C 0.396 -0.437 0.094 -0.302
C -0.336 0.739 0.030 -0.197
C -1.845 -1.171 -0.304 -0.175
C -3.014 -0.752 0.560 -0.208
N 2.591 0.838 -1.102 0.019
N -0.378 1.551 -1.044 0.125
O 3.084 -0.122 0.996 -0.053
O 0.535 -1.111 1.299 -0.033
H 2.549 -0.726 1.531 0.068
H -0.231 -1.695 1.398 0.093
H 2.089 1.675 0.730 0.115
H 0.725 -0.929 -0.813 0.133
H -0.727 1.132 0.962 0.149
H 3.326 1.522 -1.260 0.075
H 2.906 -0.054 -1.470 0.080
H -0.603 2.522 -0.902 0.107
H 0.311 1.372 -1.769 0.096
H -1.639 -2.245 -0.247 0.048
H -1.960 -0.907 -1.356 0.045
H -2.832 -0.966 1.619 0.057
H -3.959 -1.254 0.304 0.057
H -3.202 0.324 0.480 0.053



Entry 6:
13
Properties=species:S:1:pos:R:3:lowdin_charge:R:1 method="wB97M-V/def2-TZVPD" homo_ev=-9.040 orbital_gap_ev=8.9 de_lowest_kcal_mol=61.6 molar_mass_g_mol=153.08 spin_multiplicity=1 total_charge=0
C 0.273 2.763 -0.064 0.036
C -0.175 1.473 0.263 -0.141
C 0.654 0.394 -0.268 -0.182
C 0.289 -0.923 -0.477 -0.261
Si -0.732 -2.325 0.220 -0.316
Cl 0.594 -3.696 -0.080 0.403
Cl -2.663 -3.059 0.000 0.224
H 1.136 2.960 -0.591 0.017
H -0.176 3.750 0.215 0.068
H -1.097 1.296 0.803 0.096
H 1.577 0.767 -0.576 0.078
H 1.044 -1.349 -1.133 0.019
H -0.724 -2.052 1.687 -0.042



Entry 7:
11
Properties=species:S:1:pos:R:3:lowdin_charge:R:1 method="wB97M-V/def2-TZVPD" homo_ev=-9.349 orbital_gap_ev=9.8 de_lowest_kcal_mol=13.6 molar_mass_g_mol=169.99 smiles=CCCI spin_multiplicity=1 total_charge=0
C -1.440 -0.165 0.107 -0.142
C 0.035 -0.513 0.142 -0.309
C 1.164 0.789 -0.194 -0.559
I 3.177 -0.032 0.009 0.667
H -1.921 0.117 1.129 0.104
H -1.520 0.623 -0.616 0.053
H -2.108 -0.951 -0.203 0.055
H 0.333 -1.256 -0.702 0.105
H 0.315 -1.074 0.962 0.032
H 1.004 1.528 0.554 0.013
H 0.961 0.933 -1.188 -0.018